# C55H46N6O6Zr

A structure of composition C55H46N6O6Zr in a non-equilibrium geometry (ωB97M-V/def2-TZVPD, the OMol25 dataset).

```
114
Properties=species:S:1:pos:R:3:forces:R:3
Zr -0.016 0.025 0.044 0.17 1.51 0.22
C 5.992 3.740 6.348 -0.04 0.30 0.16
O 6.274 2.519 5.698 0.08 -0.40 -0.20
C 5.349 1.965 4.898 -0.20 -0.09 -0.22
C 4.081 2.496 4.653 0.24 0.17 0.29
C 3.211 1.836 3.809 0.12 -0.19 -0.24
C 3.574 0.659 3.153 0.03 0.20 0.27
C 4.841 0.131 3.407 -0.14 0.01 0.05
C 5.706 0.764 4.269 0.11 0.18 0.15
C 2.580 0.091 2.227 -0.26 -0.21 -0.17
C 1.297 -0.131 2.779 0.61 -0.01 0.28
C 1.030 -0.379 4.164 -0.19 0.01 -0.35
C -0.279 -0.748 4.259 0.05 0.10 -0.31
C -0.846 -0.675 2.945 -0.45 -0.22 0.34
N 0.137 -0.291 2.071 -0.02 -0.32 1.34
C -2.205 -0.875 2.619 0.14 0.11 -0.30
C -2.786 -0.559 1.373 -0.05 -0.33 0.43
C -4.184 -0.465 1.064 0.27 0.03 -0.21
C -4.288 0.011 -0.209 0.32 0.05 0.14
C -2.958 0.112 -0.739 -0.19 0.14 -0.40
C -2.602 0.399 -2.078 0.17 -0.18 0.20
C -3.576 1.093 -2.943 -0.16 0.05 -0.17
C -4.858 0.652 -3.253 0.35 -0.01 0.03
C -5.708 1.410 -4.040 -0.25 0.21 -0.20
C -5.293 2.645 -4.538 0.32 -0.08 0.14
O -6.010 3.473 -5.314 0.32 0.10 0.08
C -7.326 3.138 -5.701 -0.33 -0.09 -0.07
C -4.000 3.089 -4.231 -0.17 0.05 -0.17
C -3.160 2.326 -3.461 -0.20 -0.07 0.10
C -1.335 0.164 -2.666 -0.43 -0.03 -0.15
N -0.175 -0.143 -2.006 -0.21 -0.41 -1.58
C 0.804 -0.372 -2.932 0.31 -0.35 -0.15
C 2.161 -0.567 -2.606 -0.15 0.12 0.20
C 3.107 -0.827 -3.695 0.16 0.02 -0.24
C 3.973 -1.922 -3.601 -0.09 0.09 -0.17
C 4.847 -2.218 -4.618 0.15 0.03 -0.26
C 4.888 -1.426 -5.772 -0.18 0.05 0.24
O 5.764 -1.802 -6.715 0.01 -0.24 0.27
C 5.812 -1.082 -7.928 0.03 0.21 -0.31
C 4.041 -0.320 -5.865 0.23 -0.07 -0.27
C 3.169 -0.030 -4.834 0.08 -0.12 0.29
C 2.715 -0.462 -1.307 0.09 -0.12 -0.44
C 4.107 -0.243 -1.033 -0.25 0.02 0.19
C 4.227 0.000 0.303 -0.36 0.00 -0.10
C 2.918 -0.106 0.874 0.13 0.08 0.28
N 2.021 -0.395 -0.129 1.31 -0.58 0.01
C 0.221 -0.279 -4.240 -0.17 0.02 0.28
C -1.082 0.094 -4.077 0.18 -0.02 0.27
N -2.073 -0.223 0.253 -1.04 -0.21 0.10
C -3.048 -1.465 3.673 -0.31 -0.01 0.28
C -4.195 -0.856 4.170 0.33 0.01 -0.05
C -4.949 -1.442 5.170 -0.24 -0.18 0.30
C -4.574 -2.673 5.711 0.27 0.15 -0.21
O -5.208 -3.315 6.706 0.29 -0.19 -0.16
C -6.369 -2.752 7.284 -0.28 0.15 0.10
C -3.423 -3.295 5.205 -0.23 -0.04 0.25
C -2.678 -2.700 4.217 -0.14 0.14 -0.14
H 6.892 3.985 6.905 -0.08 0.04 -0.01
H 5.153 3.646 7.043 0.01 -0.04 -0.05
H 5.787 4.537 5.626 0.00 -0.04 0.02
H 3.760 3.415 5.118 0.03 0.06 0.09
H 2.231 2.254 3.624 -0.08 0.07 0.02
H 5.128 -0.807 2.956 0.08 -0.12 -0.06
H 6.678 0.350 4.486 0.10 -0.06 0.01
H 1.751 -0.321 4.956 0.13 0.02 0.12
H -0.812 -1.026 5.145 -0.12 -0.03 0.19
H -4.992 -0.703 1.727 -0.10 -0.04 0.12
H -5.191 0.258 -0.730 -0.13 0.02 -0.09
H -5.185 -0.318 -2.911 -0.08 -0.11 0.04
H -6.688 1.026 -4.268 -0.16 -0.03 -0.06
H -7.649 3.950 -6.350 -0.02 -0.13 0.06
H -7.992 3.082 -4.836 0.03 -0.03 0.00
H -7.357 2.195 -6.255 0.03 0.03 0.03
H -3.683 4.040 -4.624 0.03 0.17 -0.06
H -2.173 2.689 -3.211 0.05 0.05 -0.04
H 3.930 -2.557 -2.730 0.01 -0.10 0.10
H 5.507 -3.068 -4.560 0.07 -0.12 0.02
H 6.532 -1.604 -8.553 -0.05 0.06 0.01
H 6.148 -0.054 -7.766 0.00 -0.03 0.00
H 4.837 -1.072 -8.424 0.03 -0.04 0.01
H 4.060 0.318 -6.732 0.04 0.07 -0.10
H 2.542 0.846 -4.900 -0.04 0.10 -0.08
H 4.882 -0.235 -1.774 0.15 0.00 -0.10
H 5.116 0.231 0.855 0.19 0.08 0.02
H 0.725 -0.477 -5.163 0.05 -0.04 -0.16
H -1.813 0.268 -4.842 -0.12 0.00 -0.12
H -4.471 0.126 3.816 -0.08 0.09 -0.06
H -5.818 -0.921 5.536 -0.11 0.04 0.09
H -6.685 -3.447 8.061 0.04 0.07 -0.12
H -7.168 -2.646 6.546 0.03 -0.01 0.01
H -6.163 -1.781 7.741 0.06 -0.01 -0.05
H -3.124 -4.246 5.614 -0.01 -0.16 0.10
H -1.799 -3.197 3.834 0.12 -0.11 -0.01
C -1.077 -4.849 0.664 0.03 0.29 -0.01
C -1.672 -4.135 -0.367 0.17 0.15 0.00
C -1.170 -2.885 -0.692 -0.15 -0.23 -0.33
N -0.141 -2.319 -0.050 -0.33 -0.31 0.22
C 0.450 -3.030 0.916 0.27 -0.25 0.19
C 0.020 -4.290 1.303 0.01 0.13 -0.17
H -1.465 -5.810 0.967 0.01 -0.10 -0.02
H -2.515 -4.532 -0.907 -0.06 -0.02 -0.09
H -1.591 -2.312 -1.514 -0.07 -0.06 0.18
H 1.308 -2.568 1.393 -0.10 -0.04 0.03
H 0.535 -4.816 2.090 0.07 -0.01 0.08
N 2.341 4.200 -0.610 0.33 -0.08 0.59
C 1.205 3.637 -1.366 -0.92 -0.66 -0.07
C 0.609 2.556 -0.417 1.06 1.58 -0.10
O 1.373 2.211 0.510 -0.19 -0.26 0.12
O -0.504 2.061 -0.624 -0.75 0.14 -0.32
H 2.083 5.064 -0.120 0.12 -0.20 -0.13
H 3.186 4.378 -1.161 -0.20 -0.14 0.14
H 2.470 3.417 0.130 0.21 0.61 -0.44
H 1.551 3.113 -2.262 0.09 0.13 0.10
H 0.465 4.378 -1.660 0.12 0.06 0.11
```
Positions in Å, forces in eV/Å.

## Properties
Energy: -2950.1599 a.u.
Net charge: +2
Largest force on an atom: 1.9 eV Å⁻¹

Here are the Löwdin charges for atoms 1 to 8, given in e: 1.900, -0.066, -0.061, -0.269, 0.001, -0.032, -0.210, -0.027

=====

# C3H5NO2

An isolated molecule of C3H5NO2 (ωB97M-V/def2-TZVPD, the OMol25 dataset).

```
11
Properties=species:S:1:pos:R:3:forces:R:3
H -1.984 1.929 -0.035 0.22 0.02 0.02
N -1.100 1.446 0.113 -0.10 -0.21 -0.37
C -0.780 0.804 -0.924 -0.20 0.09 0.06
O 0.320 0.027 -1.021 -0.02 0.09 0.02
C 1.056 -0.195 0.185 0.16 0.06 0.19
C 0.466 -1.426 0.858 -0.36 -0.09 0.27
O -0.478 -1.395 1.607 0.54 -0.04 -0.33
H -1.315 0.765 -1.878 0.06 0.07 0.19
H 1.005 0.663 0.858 -0.03 -0.05 -0.15
H 2.084 -0.400 -0.128 -0.15 0.10 0.06
H 0.948 -2.384 0.575 -0.11 -0.04 0.06
```
Positions in Å, forces in eV/Å.

## Properties
Energy relative to the best compared isomer or geometry (same formula, charge and spin): 42.6 kcal/mol
Energy: -322.5064 a.u.
Largest force on an atom: 0.6 eV Å⁻¹

Here are the Löwdin charges for atoms 1 to 8, given in e: 0.059, 0.125, -0.307, -0.070, -0.154, -0.221, 0.071, 0.135

=====

# C3H7F2NS

An isolated molecule of C3H7F2NS in a non-equilibrium geometry (ωB97M-V/def2-TZVPD, the OMol25 dataset).

```
14
Properties=species:S:1:pos:R:3:forces:R:3
N 0.408 0.935 -1.143 1.80 0.97 -0.07
C 0.111 0.282 0.088 -0.43 -2.71 1.97
C -1.185 -0.632 -0.017 -0.14 2.06 0.70
S -2.706 0.457 -0.204 0.18 -1.05 -1.16
C 1.423 -0.502 0.649 -3.16 -1.73 -1.48
F 2.325 0.403 0.783 2.83 2.62 0.37
F 1.855 -1.330 -0.390 -0.16 -0.17 0.96
H 1.409 1.222 -1.031 -1.27 0.07 -0.69
H 0.348 0.406 -2.027 -0.12 -0.10 1.13
H -0.037 0.957 0.963 -0.17 0.24 -0.94
H -1.372 -1.334 0.844 0.55 0.51 -1.27
H -1.245 -1.004 -1.037 0.35 -1.02 0.30
H -2.732 1.166 0.881 0.33 0.50 1.24
H 1.398 -1.027 1.640 -0.58 -0.19 -1.07
```
Positions in Å, forces in eV/Å.

## Properties
Energy relative to the best compared isomer or geometry (same formula, charge and spin): 0.0 kcal/mol
Energy: -771.1462 a.u.
Largest force on an atom: 3.9 eV Å⁻¹

Here are the Löwdin charges for atoms 1 to 8, given in e: 0.034, -0.409, -0.448, 0.676, -0.378, 0.089, 0.012, 0.096